Molecular formula: C65H85BF9NO3PS
Method: DFT, wB97M-V/def2-TZVPD

ORCA input file:
```
! wB97M-V def2-TZVPD RIJCOSX def2/J DEFGRID3
* xyz -1 1
C -0.0187 0.2381 -1.0295
C -1.4795 0.5461 -1.3094
P -2.9960 -0.5854 -1.2515
C -2.0096 -1.9380 -2.1865
C -4.6148 -1.6160 -1.3032
C -4.5596 -3.2108 -1.5542
C -4.9364 -3.6909 -3.1149
C -4.5928 -5.2832 -3.2844
C -3.4883 0.0534 -3.0082
C -2.2909 0.6193 -3.9472
C -2.9127 0.6341 -5.5042
C -1.6507 0.9581 -6.5410
C -0.7893 2.2967 -6.1268
C 0.6521 1.9001 -5.4558
C 1.0614 2.8327 -4.1387
C 2.5311 2.2309 -3.6313
C 3.2394 3.1259 -2.4553
C 2.3269 3.3536 -1.1098
B -2.5797 -1.3064 0.4903
O -3.3322 -2.4211 1.1750
N -1.4851 -0.8473 1.4502
C -1.9157 -0.8492 2.8948
C -0.4738 -2.0167 1.4063
S -4.2359 0.9021 -0.2550
O -5.7159 0.9628 -0.8149
O -4.4587 0.5620 1.2714
C -3.7126 2.6754 -0.3270
F -4.9632 3.4447 0.0773
F -3.5039 3.2254 -1.7211
C -2.6119 3.1833 0.7680
F -1.7657 2.1343 1.3765
F -3.3444 3.7896 1.9482
C -1.6002 4.3793 0.2707
F -0.5759 4.4981 1.3793
F -0.8127 4.0806 -0.9446
C -2.2830 5.8670 0.1673
F -3.5517 5.9332 -0.5881
F -1.2967 6.7198 -0.5966
F -2.4092 6.5462 1.5086
H 0.6636 -0.1193 -1.9110
H 0.4456 0.3459 0.0597
H -1.5069 1.7108 -1.5867
H -1.7610 -2.8401 -1.4438
H -0.9737 -1.6215 -2.6262
H -2.5533 -2.3267 -3.1800
H -5.2097 -1.4725 -0.2745
H -5.4058 -1.2250 -2.1119
H -5.5029 -3.6585 -0.9602
H -3.6684 -3.8100 -1.0917
H -4.4870 -2.9870 -3.9315
H -6.1207 -3.5898 -3.2116
H -3.5896 -5.5210 -3.8391
H -4.5252 -5.8100 -2.2149
H -5.5402 -5.7869 -3.8069
H -4.0038 -0.7915 -3.6793
H -4.3047 0.9241 -2.9743
H -2.1037 1.7768 -3.7189
H -1.3170 -0.0058 -4.0300
H -3.6078 1.5998 -5.5622
H -3.4914 -0.3477 -5.7687
H -2.1154 1.1661 -7.6178
H -0.9829 -0.0134 -6.5606
H -0.6246 2.9331 -7.1235
H -1.3411 3.0199 -5.3812
H 0.6472 0.7779 -5.0840
H 1.4975 2.1116 -6.2650
H 0.3130 2.7099 -3.2364
H 1.1570 3.9862 -4.4228
H 3.2372 2.3207 -4.5871
H 2.4316 1.0901 -3.3684
H 4.1983 2.5089 -2.1014
H 3.6734 4.1669 -2.8356
H 2.1178 4.5090 -0.9103
H 1.3479 2.7131 -1.1603
H 2.9437 2.9461 -0.1764
H -2.9419 -3.3079 0.9222
H -2.0407 -1.9226 3.3760
H -2.8642 -0.2235 3.1523
H -1.0216 -0.3463 3.5069
H 0.4360 -1.6757 2.0965
H -0.8924 -3.0027 1.8738
H -0.0277 -2.1911 0.3375
C 3.2823 -6.0411 0.9087
C 2.4331 -5.6634 -0.1310
C 2.2833 -4.3154 -0.4554
C 2.9912 -3.3449 0.2543
C 3.8433 -3.7229 1.2915
C 3.9859 -5.0703 1.6219
H 3.3961 -7.0915 1.1634
H 1.8868 -6.4202 -0.6885
H 1.6165 -4.0209 -1.2612
H 2.8784 -2.2947 -0.0016
H 4.3960 -2.9666 1.8434
H 4.6455 -5.3641 2.4337
C 1.8129 -2.2476 -5.2839
C 3.0093 -2.6724 -4.7070
C 4.1097 -2.9608 -5.5137
C 4.0165 -2.8147 -6.8981
C 2.8211 -2.3862 -7.4746
C 1.7179 -2.1067 -6.6686
H 0.9545 -2.0262 -4.6551
H 3.0840 -2.7797 -3.6277
H 5.0397 -3.2983 -5.0644
H 4.8754 -3.0347 -7.5266
H 2.7491 -2.2708 -8.5534
H 0.7852 -1.7782 -7.1185
C 7.5278 -3.3662 -3.3941
C 8.5954 -2.7487 -2.7432
C 8.5529 -2.5533 -1.3630
C 7.4458 -2.9848 -0.6318
C 6.3799 -3.6057 -1.2823
C 6.4184 -3.7927 -2.6638
H 7.5599 -3.5152 -4.4703
H 9.4610 -2.4186 -3.3122
H 9.3819 -2.0661 -0.8571
H 7.4146 -2.8371 0.4445
H 5.5180 -3.9435 -0.7120
H 5.5854 -4.2715 -3.1709
C 5.7982 -0.5564 5.6020
C 4.9915 0.1528 6.4914
C 3.6750 0.4588 6.1480
C 3.1616 0.0465 4.9179
C 3.9672 -0.6661 4.0301
C 5.2866 -0.9640 4.3697
H 6.8252 -0.7918 5.8686
H 5.3895 0.4681 7.4527
H 3.0488 1.0173 6.8384
H 2.1342 0.2806 4.6522
H 3.5665 -0.9887 3.0723
H 5.9156 -1.5143 3.6755
C -2.7153 4.3532 4.9315
C -1.6477 4.9707 5.5824
C -1.6903 5.1660 6.9626
C -2.7973 4.7345 7.6939
C -3.8632 4.1136 7.0434
C -3.8247 3.9266 5.6619
H -2.6833 4.2042 3.8554
H -0.7821 5.3007 5.0135
H -0.8612 5.6533 7.4686
H -2.8285 4.8822 8.7701
H -4.7251 3.7759 7.6136
H -4.6577 3.4479 5.1547
C -0.0867 -6.5938 2.8476
C -0.5200 -6.2405 1.5700
C -1.7283 -6.7358 1.0807
C -2.5089 -7.5775 1.8737
C -2.0773 -7.9278 3.1528
C -0.8645 -7.4399 3.6385
H 0.8567 -6.2103 3.2273
H 0.0850 -5.5791 0.9548
H -2.0624 -6.4657 0.0827
H -3.4529 -7.9597 1.4945
H -2.6865 -8.5825 3.7712
H -0.5260 -7.7174 4.6328
C -1.5190 10.0090 7.2650
C -1.5756 10.9291 6.2185
C -2.1350 10.5614 4.9951
C -2.6472 9.2754 4.8212
C -2.5940 8.3565 5.8689
C -2.0261 8.7213 7.0894
H -1.0799 10.2948 8.2172
H -1.1827 11.9333 6.3564
H -2.1728 11.2765 4.1778
H -3.0876 8.9902 3.8695
H -2.9947 7.3548 5.7338
H -1.9799 8.0034 7.9036
*
```

Results
Calculated total energy = -121655.319 eV
HOMO = -4.27 eV
Gap between HOMO and LUMO = 5.91 eV
E_LUMO = 0.0601 Ha

Here are the Löwdin charges for atoms 1 to 2, given in e: C -0.071; C -0.274

Molecular formula: C66H109F5N12O12
Method: DFT, wB97M-V/def2-TZVPD

ORCA input file:
```
! wB97M-V def2-TZVPD RIJCOSX def2/J DEFGRID3
* xyz 0 1
F -0.6402 -7.1331 8.1456
C -0.1269 -6.2959 7.2327
C -0.1720 -4.9052 7.4786
C 0.3343 -4.0313 6.5652
C 0.9249 -4.4973 5.3955
C 0.9170 -5.8521 5.1659
C 0.2753 -6.7301 5.9899
H -0.5800 -4.6273 8.4691
H 0.2753 -2.9932 6.7252
H 1.4952 -3.8469 4.7462
H 1.4997 -6.1824 4.2768
H 0.3915 -7.8277 5.7988
F 2.7759 1.2275 -1.1960
C 3.9032 1.7948 -0.7613
C 5.0522 1.5093 -1.4446
C 6.1836 2.1386 -0.9407
C 6.1542 3.0305 0.1315
C 4.9773 3.1917 0.8222
C 3.8715 2.6399 0.2993
H 4.9695 0.8281 -2.2689
H 7.1656 2.0530 -1.4477
H 6.9923 3.6176 0.3976
H 4.9599 3.8247 1.6844
H 2.9380 2.6222 0.8405
F -1.4026 -1.1387 2.7778
C -2.5919 -0.7112 2.2310
C -3.4526 0.1059 3.0082
C -4.6940 0.3931 2.4703
C -5.0461 0.0532 1.1693
C -4.1665 -0.7227 0.4154
C -2.9758 -1.1766 0.9886
H -3.1501 0.4092 4.0294
H -5.5711 0.7574 3.0587
H -6.0543 0.2999 0.8550
H -4.4056 -0.8781 -0.6647
H -2.3515 -1.8153 0.3953
F -1.2220 -0.5704 5.7647
C -0.3575 0.2093 5.1454
C -0.4300 1.6141 5.2013
C 0.6099 2.4158 4.8127
C 1.7439 1.8447 4.2372
C 1.8108 0.4467 4.2010
C 0.7805 -0.3835 4.6968
H -1.3119 2.1563 5.5386
H 0.5186 3.4716 4.9612
H 2.5100 2.4789 3.8981
H 2.7009 -0.0791 3.8047
H 0.9619 -1.4575 4.6408
F 1.3628 -4.8029 0.6391
C 0.1067 -5.0597 1.0931
C -0.4990 -4.2420 2.0308
C -1.8338 -4.5728 2.3532
C -2.3984 -5.7753 1.9550
C -1.7392 -6.6106 1.0788
C -0.4885 -6.2123 0.6130
H -0.0921 -3.3297 2.4507
H -2.4281 -3.8665 2.8790
H -3.4701 -6.0331 2.2164
H -2.2425 -7.5794 0.7464
H 0.1093 -6.8462 -0.0238
C -4.7606 -3.9973 4.2025
O -4.7432 -3.0844 3.3796
N -4.0508 -3.9012 5.3746
C -3.7718 -5.0056 6.2798
C -3.3294 -2.6623 5.7149
H -5.2961 -4.9365 4.0990
H -4.2013 -4.8294 7.2195
H -2.6969 -5.1456 6.4359
H -4.1321 -5.9840 5.9984
H -3.8667 -2.2771 6.5495
H -2.2648 -2.7641 5.9970
H -3.4163 -1.9207 4.8730
C -0.2507 -3.5627 -2.1036
O -0.1933 -2.3366 -2.1864
N -0.0055 -4.3992 -3.1064
C -0.0985 -5.7841 -2.9468
C 0.2391 -3.8771 -4.4790
H -0.5632 -4.1344 -1.2463
H -0.2689 -6.0909 -1.8522
H 0.8636 -6.3878 -3.2296
H -0.7743 -6.2856 -3.6519
H 0.8995 -4.5412 -5.0366
H -0.7077 -3.8029 -5.0506
H 0.7564 -2.9022 -4.5156
C -2.8597 3.9079 3.5420
O -2.3488 3.9337 4.6804
N -3.7911 4.6754 3.0089
C -4.3485 4.1927 1.7396
C -4.3134 5.8448 3.6370
H -2.5247 3.1182 2.8250
H -3.5281 3.7791 1.1771
H -4.6042 5.0209 1.1075
H -5.1910 3.4825 1.8164
H -3.5775 6.0614 4.4264
H -4.3632 6.7190 2.9586
H -5.2964 5.6751 4.1213
C -1.5694 0.0923 -5.5654
O -1.1078 -0.2620 -4.4996
N -2.6209 0.9682 -5.7147
C -2.7701 1.5462 -7.0716
C -3.2848 1.5617 -4.5756
H -1.1608 -0.1714 -6.6116
H -2.4005 0.9108 -7.8538
H -2.3598 2.5657 -7.0649
H -3.8069 1.7303 -7.3403
H -4.3219 1.2153 -4.6007
H -2.8865 1.1877 -3.6064
H -3.2142 2.6446 -4.5352
C -3.0229 -4.9842 -4.0828
O -2.8788 -5.1215 -5.3132
N -3.2792 -3.8767 -3.4051
C -3.9105 -3.9902 -2.0621
C -3.3930 -2.6272 -4.1458
H -2.8465 -5.8440 -3.3930
H -4.9504 -3.8195 -2.1492
H -3.4954 -3.2213 -1.4372
H -3.7904 -4.9743 -1.6439
H -4.3010 -2.0636 -3.9618
H -2.5513 -1.9892 -3.8894
H -3.3881 -2.8077 -5.1963
C 3.4339 -2.5924 1.5838
O 2.7734 -2.1632 2.5301
N 4.7478 -2.3413 1.4408
C 5.4440 -2.9954 0.3505
C 5.5775 -1.6142 2.3186
H 3.0379 -3.3968 0.9264
H 6.0973 -2.3385 -0.1729
H 4.6597 -3.2404 -0.4416
H 6.0393 -3.8713 0.6304
H 6.1357 -2.3055 2.9165
H 6.2974 -1.0540 1.7037
H 4.9936 -0.9523 2.9605
C 2.5388 5.4432 3.7029
O 3.5051 4.7486 3.4633
N 1.4074 5.5724 2.8844
C 0.2618 6.3016 3.4391
C 1.0179 4.5822 1.9232
H 2.4360 6.1126 4.6231
H 0.6113 6.6986 4.4026
H -0.5617 5.6181 3.4476
H 0.0783 7.1889 2.7805
H 0.4728 5.1145 1.1493
H 1.8733 4.1078 1.5004
H 0.4169 3.7618 2.4327
C -1.5983 4.8842 -1.7817
O -0.8471 5.0290 -0.8142
N -1.7018 5.7095 -2.8403
C -2.5902 5.3969 -3.9548
C -0.9373 6.9563 -2.9005
H -2.2604 4.0159 -1.9520
H -2.0736 5.0520 -4.8117
H -3.1858 6.2569 -4.3515
H -3.2713 4.6034 -3.6897
H -0.1765 6.8205 -3.6286
H -1.5550 7.8082 -3.1929
H -0.3738 7.1599 -1.9884
C -1.5874 0.6831 -1.0748
O -2.1797 1.6748 -1.4349
N -0.4647 0.7630 -0.3152
C 0.3831 -0.2913 0.1591
C -0.3517 2.0416 0.3157
H -1.8451 -0.3310 -1.4186
H 0.3667 -0.2936 1.2191
H 1.3892 -0.1060 -0.2487
H 0.0587 -1.2380 -0.3192
H -1.3243 2.4092 0.5562
H 0.2028 1.9571 1.2877
H 0.1272 2.7645 -0.3143
C -0.0398 2.9118 -5.0903
O -0.6633 3.6208 -5.8919
N 1.0562 2.2492 -5.4049
C 1.5592 1.1505 -4.5246
C 1.6408 2.3655 -6.7333
H -0.3335 2.6130 -4.0828
H 1.4053 1.4194 -3.5027
H 2.6276 1.0061 -4.7630
H 0.9946 0.2732 -4.7429
H 2.2158 1.3629 -6.9108
H 0.8070 2.5260 -7.4292
H 2.3101 3.2193 -6.7455
C 3.6558 3.9101 -2.8919
O 3.9110 3.2785 -3.9262
N 4.4570 4.9021 -2.5042
C 4.0053 5.8179 -1.5100
C 5.5622 5.3033 -3.2708
H 2.7521 3.8070 -2.2991
H 3.3633 5.3009 -0.6508
H 3.4234 6.6056 -2.0269
H 4.8055 6.3067 -1.0321
H 6.4420 5.3356 -2.7257
H 5.6865 4.5746 -4.0825
H 5.4320 6.3451 -3.6204
C 3.1066 -4.2292 -2.9570
O 3.4423 -5.0624 -3.7961
N 3.2246 -2.9285 -3.1202
C 2.8845 -1.9646 -2.1151
C 3.6349 -2.4227 -4.3497
H 2.7509 -4.5003 -1.9900
H 2.3911 -2.5090 -1.3172
H 2.2520 -1.2022 -2.6146
H 3.8830 -1.5533 -1.8292
H 3.2726 -2.9431 -5.2043
H 3.1950 -1.4236 -4.6450
H 4.7006 -2.3925 -4.5140
*
```

Results
Calculated total energy = -126245.865 eV
HOMO = -8.58 eV
Gap between HOMO and LUMO = 9.15 eV
E_LUMO = 0.0209 Ha

Here are the Löwdin charges for atoms 1 to 2, given in e: F 0.063; C -0.291